Record 1
{
  "formula": "C4H16O4",
  "method": "the ωB97M-V functional and the def2-TZVPD basis",
  "homo_lumo_gap_ha": [0.35811, 0.09640],
  "total_charge": 1,
  "multiplicity": 2,
  "de_lowest_ev": 2.9088,
  "symbols": ["C", "O", "H", "H", "H", "H", "C", "O", "H", "H", "H", "H", "C", "O", "H", "H", "H", "H", "C", "O", "H", "H", "H", "H"],
  "coordinates": [[1.419, 0.395, -0.585], [0.461, 1.224, 0.077], [1.533, 0.509, -1.663], [2.372, 0.720, -0.168], [1.235, -0.669, -0.432], [-0.446, 0.913, 0.034], [1.942, -3.909, -1.014], [0.797, -4.215, -0.223], [2.360, -4.776, -1.526], [1.885, -3.163, -1.806], [2.723, -3.479, -0.387], [1.036, -4.704, 0.568], [-2.392, -0.775, 0.749], [-2.184, 0.624, 0.956], [-2.279, -1.008, -0.310], [-1.640, -1.344, 1.296], [-3.416, -1.036, 1.018], [-2.155, 0.799, 1.899], [-0.814, 4.119, 0.163], [0.570, 4.134, 0.403], [-1.246, 5.098, 0.370], [-1.265, 3.810, -0.780], [-1.288, 3.532, 0.949], [0.791, 3.200, 0.411]]
}

=====

Record 2
{
  "formula": "C9H15ClN2Si",
  "method": "the ωB97M-V functional and the def2-TZVPD basis",
  "smiles": "CCN[Si@](Cl)(NC)c1ccccc1",
  "homo_lumo_gap_ha": 0.34006,
  "total_charge": 0,
  "de_lowest_ev": 0.0000,
  "symbols": ["C", "C", "N", "Si", "Cl", "N", "C", "C", "C", "C", "C", "C", "C", "H", "H", "H", "H", "H", "H", "H", "H", "H", "H", "H", "H", "H", "H", "H"],
  "coordinates": [[-0.653, -2.135, -1.558], [0.635, -2.442, -0.709], [1.668, -1.477, -0.850], [1.397, 0.275, -0.141], [2.316, 1.585, -1.437], [2.069, 0.409, 1.428], [3.224, 1.170, 1.759], [-0.531, 0.695, 0.015], [-1.157, 1.642, -0.813], [-2.502, 2.018, -0.780], [-3.323, 1.479, 0.257], [-2.723, 0.457, 0.933], [-1.357, 0.082, 0.888], [-0.481, -2.436, -2.603], [-1.395, -2.888, -1.220], [-0.869, -0.979, -1.348], [0.363, -2.380, 0.259], [0.912, -3.461, -0.946], [2.197, -1.390, -1.685], [1.607, 0.045, 2.258], [4.111, 0.391, 2.049], [3.383, 1.891, 0.959], [2.987, 1.706, 2.639], [-0.474, 1.982, -1.539], [-2.906, 2.997, -1.214], [-4.443, 1.442, 0.107], [-3.199, 0.063, 1.840], [-0.859, -0.740, 1.453]]
}

=====

Record 3
{
  "formula": "C5H20N6O2P",
  "method": "the ωB97M-V functional and the def2-TZVPD basis",
  "homo_lumo_gap_ha": 0.27634,
  "total_charge": 1,
  "symbols": ["C", "C", "C", "N", "P", "N", "H", "H", "H", "H", "H", "H", "H", "H", "H", "H", "H", "H", "C", "O", "N", "N", "H", "H", "H", "H", "C", "O", "N", "N", "H", "H", "H", "H"],
  "coordinates": [[2.556, -1.699, 2.529], [1.423, -0.669, 2.291], [0.114, -1.392, 2.048], [-1.044, -0.446, 1.912], [-2.471, -1.141, 1.470], [-3.818, -0.720, 2.312], [3.338, -1.618, 1.775], [2.172, -2.725, 2.504], [3.010, -1.559, 3.511], [1.675, -0.016, 1.455], [1.337, -0.020, 3.169], [-0.081, -2.117, 2.847], [0.191, -1.954, 1.109], [-1.146, 0.157, 2.722], [-2.733, -0.836, 0.136], [-2.332, -2.529, 1.533], [-3.940, 0.266, 2.505], [-4.031, -1.297, 3.116], [-1.708, 1.600, -2.635], [-0.546, 1.298, -2.845], [-2.520, 2.145, -3.575], [-2.268, 1.391, -1.394], [-3.473, 2.403, -3.407], [-2.125, 2.306, -4.484], [-1.646, 1.018, -0.704], [-3.215, 1.618, -1.155], [3.410, 0.857, -2.438], [4.610, 0.931, -2.619], [2.490, 1.143, -3.397], [2.903, 0.456, -1.217], [1.493, 1.099, -3.265], [2.848, 1.434, -4.287], [3.593, 0.255, -0.518], [1.930, 0.362, -1.004]]
}

=====

Record 4
{
  "formula": "C31H25O4P2S3SeTc",
  "method": "the ωB97M-V functional and the def2-TZVPD basis",
  "homo_lumo_gap_ha": [0.24351, 0.26249],
  "total_charge": -1,
  "multiplicity": 2,
  "de_lowest_ev": 0.0833,
  "symbols": ["Tc", "S", "P", "C", "P", "S", "C", "C", "C", "C", "C", "C", "C", "C", "C", "C", "C", "C", "C", "C", "C", "C", "C", "C", "C", "C", "C", "C", "C", "C", "H", "H", "H", "H", "H", "H", "H", "H", "H", "H", "H", "H", "H", "H", "H", "H", "H", "H", "H", "H", "O", "S", "O", "O", "O", "Se", "C", "C", "C", "C", "C", "C", "H", "H", "H", "H", "H"],
  "coordinates": [[-1.935, 1.417, -0.527], [-2.377, -0.815, -1.444], [-0.674, -1.024, -0.440], [-0.702, 0.458, 0.537], [-0.497, 0.507, 2.319], [-2.033, -0.153, 3.311], [1.001, -0.465, 2.735], [2.262, -0.024, 2.346], [3.392, -0.757, 2.671], [3.269, -1.928, 3.410], [2.018, -2.355, 3.823], [0.888, -1.625, 3.489], [0.053, 2.177, 2.770], [0.146, 2.466, 4.129], [0.599, 3.703, 4.548], [0.958, 4.664, 3.612], [0.867, 4.380, 2.259], [0.418, 3.137, 1.835], [0.754, -1.032, -1.562], [1.951, -0.423, -1.211], [3.027, -0.445, -2.083], [2.907, -1.073, -3.315], [1.710, -1.675, -3.672], [0.635, -1.654, -2.798], [-0.488, -2.594, 0.465], [0.742, -3.240, 0.572], [0.849, -4.408, 1.306], [-0.266, -4.934, 1.941], [-1.492, -4.290, 1.844], [-1.605, -3.123, 1.104], [2.364, 0.914, 1.811], [4.369, -0.407, 2.364], [4.152, -2.498, 3.672], [1.917, -3.265, 4.401], [-0.100, -1.948, 3.795], [-0.157, 1.720, 4.854], [0.663, 3.924, 5.606], [1.301, 5.637, 3.940], [1.129, 5.128, 1.523], [0.340, 2.925, 0.778], [2.029, 0.098, -0.268], [3.952, 0.045, -1.808], [3.743, -1.079, -4.004], [1.605, -2.147, -4.640], [-0.312, -2.090, -3.091], [1.617, -2.831, 0.083], [1.808, -4.904, 1.388], [-0.180, -5.847, 2.518], [-2.361, -4.692, 2.346], [-2.555, -2.609, 1.032], [-3.800, 2.841, -1.254], [-3.755, 2.872, 0.226], [-4.729, 3.653, 0.913], [-2.302, 3.214, 0.550], [-3.734, 1.384, 0.575], [-0.428, 2.105, -2.368], [-1.370, 1.619, -3.968], [-0.610, 1.177, -5.051], [-1.223, 0.805, -6.237], [-2.605, 0.861, -6.356], [-3.361, 1.303, -5.280], [-2.754, 1.685, -4.094], [0.467, 1.114, -4.954], [-0.618, 0.462, -7.067], [-3.088, 0.564, -7.278], [-4.440, 1.357, -5.361], [-3.351, 2.042, -3.265]]
}

=====

Record 5
{
  "formula": "C30H44MnN3O5PSe",
  "method": "the ωB97M-V functional and the def2-TZVPD basis",
  "homo_lumo_gap_ha": [0.26671, 0.26538],
  "total_charge": 0,
  "multiplicity": 6,
  "de_lowest_ev": 0.7655,
  "symbols": ["Mn", "O", "C", "O", "C", "C", "C", "N", "C", "C", "C", "O", "O", "H", "H", "H", "O", "P", "C", "C", "C", "C", "C", "C", "C", "C", "C", "C", "C", "C", "C", "C", "C", "C", "C", "C", "H", "H", "H", "H", "H", "H", "H", "H", "H", "H", "H", "H", "H", "H", "H", "H", "H", "H", "H", "H", "H", "H", "H", "H", "H", "H", "H", "H", "H", "H", "H", "H", "H", "C", "N", "C", "C", "N", "C", "C", "Se", "H", "H", "H", "H", "H", "H", "H", "H"],
  "coordinates": [[13.701, 10.935, 9.925], [15.553, 8.412, 15.830], [15.753, 9.565, 15.468], [16.584, 10.418, 15.763], [14.793, 10.014, 14.344], [13.768, 9.193, 13.861], [13.109, 9.582, 12.702], [13.434, 10.711, 12.064], [14.321, 11.566, 12.609], [15.047, 11.207, 13.698], [14.517, 12.932, 11.844], [14.955, 13.845, 12.510], [14.103, 12.854, 10.652], [13.631, 8.232, 14.346], [12.412, 8.894, 12.186], [15.785, 11.852, 14.150], [15.394, 9.995, 9.376], [16.881, 10.172, 9.019], [17.440, 8.578, 8.256], [16.353, 7.495, 8.484], [16.501, 6.596, 9.781], [17.875, 6.004, 9.835], [18.962, 7.112, 9.793], [18.892, 8.046, 8.538], [18.043, 10.348, 10.463], [18.812, 11.637, 10.711], [18.422, 12.423, 11.972], [18.638, 11.517, 13.193], [18.225, 9.987, 12.939], [17.334, 9.900, 11.725], [17.035, 11.333, 7.698], [16.504, 12.701, 7.990], [16.141, 13.465, 6.709], [17.150, 13.119, 5.594], [18.518, 12.606, 6.067], [18.384, 11.334, 7.002], [17.406, 8.909, 7.238], [16.285, 6.880, 7.523], [15.392, 8.042, 8.574], [15.690, 5.850, 9.700], [16.218, 7.128, 10.693], [17.945, 5.455, 8.878], [17.993, 5.294, 10.655], [19.951, 6.736, 9.799], [18.688, 7.752, 10.628], [19.178, 7.508, 7.630], [19.628, 8.833, 8.629], [18.744, 9.553, 10.211], [18.729, 12.265, 9.866], [19.860, 11.352, 10.793], [17.368, 12.757, 11.888], [18.974, 13.346, 11.981], [18.083, 11.901, 14.074], [19.705, 11.650, 13.497], [17.636, 9.706, 13.806], [19.097, 9.349, 12.813], [16.471, 10.506, 11.946], [16.944, 8.900, 11.551], [16.326, 10.857, 6.984], [17.162, 13.285, 8.622], [15.603, 12.698, 8.642], [16.235, 14.534, 6.920], [15.142, 13.278, 6.367], [17.335, 14.046, 5.008], [16.711, 12.438, 4.823], [18.992, 13.464, 6.623], [19.204, 12.459, 5.224], [19.202, 11.354, 7.710], [18.551, 10.388, 6.373], [8.492, 9.683, 8.682], [8.923, 10.922, 9.334], [8.028, 11.787, 9.962], [8.750, 12.859, 10.354], [10.011, 12.677, 9.985], [11.167, 13.472, 10.495], [10.158, 11.466, 9.348], [11.608, 10.551, 8.571], [7.524, 9.473, 9.022], [9.141, 8.844, 8.963], [8.528, 9.811, 7.596], [6.939, 11.547, 10.064], [8.464, 13.717, 10.944], [10.796, 14.477, 10.595], [12.044, 13.414, 9.801], [11.473, 13.068, 11.452]]
}

=====

Record 6
{
  "formula": "C3H7N4S",
  "method": "the ωB97M-V functional and the def2-TZVPD basis",
  "homo_lumo_gap_ha": 0.37523,
  "total_charge": 1,
  "de_lowest_ev": 2.6233,
  "symbols": ["C", "C", "C", "N", "N", "N", "N", "S", "H", "H", "H", "H", "H", "H", "H"],
  "coordinates": [[1.989, 0.118, 0.236], [0.228, 1.604, 0.204], [-0.777, -0.614, -0.151], [1.422, 1.325, 0.216], [1.885, -0.738, -0.843], [-0.834, 0.748, 0.198], [-1.972, -1.133, 0.323], [0.914, -1.372, 0.389], [2.815, 0.058, 0.852], [-0.120, 2.600, 0.152], [-0.597, -0.803, -1.514], [1.431, -0.371, -1.749], [-1.677, 1.185, 0.334], [-2.366, -2.063, 0.225], [-2.343, -0.543, 1.127]]
}

=====

Record 7
{
  "formula": "H20O10",
  "method": "the ωB97M-V functional and the def2-TZVPD basis",
  "smiles": "O.O.O.O.O.O.O.O.O.O",
  "homo_lumo_gap_ha": 0.39248,
  "total_charge": 0,
  "de_lowest_ev": 3.9054,
  "symbols": ["O", "H", "H", "O", "H", "H", "O", "H", "H", "O", "H", "H", "O", "H", "H", "O", "H", "H", "O", "H", "H", "O", "H", "H", "O", "H", "H", "O", "H", "H"],
  "coordinates": [[-0.518, -0.788, 2.959], [-0.140, -0.536, 2.112], [-0.034, -1.593, 3.173], [2.203, -0.312, -1.399], [1.470, -0.938, -1.374], [3.010, -0.818, -1.524], [0.724, -2.507, 1.301], [1.205, -1.632, 1.237], [1.412, -3.054, 1.699], [1.573, 1.922, 0.096], [1.191, 2.807, 0.225], [0.898, 1.414, 0.560], [-4.427, 0.409, -0.838], [-3.915, 0.787, -0.117], [-3.932, -0.362, -1.129], [3.183, -1.530, 1.159], [3.055, -2.233, 0.516], [3.358, -0.650, 0.786], [-0.538, 0.314, -3.951], [0.014, -0.059, -3.246], [-1.444, 0.030, -3.779], [-0.956, 3.090, 3.189], [-1.659, 2.579, 2.780], [-0.258, 2.484, 3.458], [-0.908, 2.217, -0.520], [-0.460, 1.799, -1.265], [-1.828, 2.487, -0.587], [-0.617, -1.427, -1.676], [-1.272, -1.553, -2.373], [-0.389, -2.348, -1.474]]
}

=====

Record 8
{
  "formula": "C33H46AsGeN2RhSi3",
  "method": "the ωB97M-V functional and the def2-TZVPD basis",
  "homo_lumo_gap_ha": [0.23513, 0.16996],
  "total_charge": 4,
  "multiplicity": 5,
  "de_lowest_ev": 3.2915,
  "symbols": ["Rh", "C", "C", "N", "C", "C", "C", "C", "C", "C", "C", "C", "C", "N", "C", "H", "H", "H", "H", "H", "H", "H", "H", "Ge", "C", "C", "C", "C", "C", "C", "C", "C", "C", "C", "C", "C", "H", "H", "H", "H", "H", "H", "H", "H", "H", "H", "H", "C", "Si", "C", "C", "As", "Si", "C", "C", "C", "Si", "C", "C", "C", "H", "H", "H", "H", "H", "H", "H", "H", "H", "H", "H", "H", "H", "H", "H", "H", "H", "H", "H", "H", "H", "H", "H", "H", "H", "H", "H"],
  "coordinates": [[0.585, -0.235, 0.153], [2.388, 3.334, 2.052], [1.479, 2.429, 1.508], [1.851, 1.339, 0.844], [3.178, 1.092, 0.702], [4.166, 1.977, 1.172], [3.735, 3.117, 1.873], [5.547, 1.678, 0.945], [5.917, 0.531, 0.333], [4.937, -0.423, -0.090], [5.275, -1.661, -0.668], [4.280, -2.540, -1.022], [2.949, -2.183, -0.808], [2.601, -1.018, -0.280], [3.571, -0.139, 0.086], [2.028, 4.191, 2.603], [0.415, 2.594, 1.616], [4.467, 3.808, 2.272], [6.286, 2.398, 1.273], [6.963, 0.305, 0.168], [6.316, -1.917, -0.826], [4.506, -3.502, -1.462], [2.152, -2.863, -1.077], [-0.294, -0.957, 2.372], [0.188, -2.668, 3.293], [0.320, -2.752, 4.694], [0.824, -3.907, 5.254], [1.110, -5.000, 4.433], [0.966, -4.921, 3.036], [0.475, -3.769, 2.464], [-2.118, -1.055, 3.201], [-2.408, -0.402, 4.400], [-3.708, -0.432, 4.878], [-4.682, -1.159, 4.194], [-4.380, -1.830, 3.011], [-3.087, -1.799, 2.517], [-0.135, -1.516, -0.289], [0.053, -1.925, 5.341], [0.970, -3.962, 6.324], [1.417, -5.936, 4.885], [1.240, -5.755, 2.403], [0.355, -3.708, 1.388], [-1.650, 0.139, 4.955], [-3.955, 0.098, 5.789], [-5.678, -1.231, 4.612], [-5.139, -2.395, 2.487], [-2.832, -2.349, 1.616], [-0.598, 2.917, -4.627], [0.610, 2.481, -3.282], [2.008, 1.334, -3.748], [0.966, 3.826, -2.036], [-0.728, 0.773, -1.516], [-2.839, 2.209, -0.690], [-2.088, 3.324, 0.611], [-3.940, 0.837, -0.059], [-3.396, 3.121, -2.221], [-1.577, -1.353, -3.219], [-2.784, -2.187, -2.068], [-2.309, -0.402, -4.642], [0.061, -2.194, -3.504], [-0.091, 3.616, -5.303], [-1.489, 3.424, -4.258], [-0.900, 2.060, -5.228], [2.823, 1.931, -4.171], [1.701, 0.627, -4.519], [2.407, 0.783, -2.895], [1.712, 4.495, -2.479], [1.376, 3.453, -1.096], [0.082, 4.430, -1.826], [-1.831, 2.780, 1.521], [-2.842, 4.070, 0.880], [-1.212, 3.867, 0.254], [-3.410, 0.137, 0.585], [-4.395, 0.284, -0.883], [-4.758, 1.275, 0.520], [-2.838, 4.045, -2.376], [-4.443, 3.411, -2.083], [-3.350, 2.523, -3.132], [-3.748, -1.678, -2.060], [-2.408, -2.260, -1.047], [-2.959, -3.206, -2.432], [-2.896, 0.466, -4.341], [-2.989, -1.085, -5.166], [-1.551, -0.095, -5.362], [0.385, -2.738, -2.617], [0.849, -1.501, -3.801], [-0.061, -2.923, -4.312]]
}

=====

The records above yield E_tot values of -462.502501 -1211.148304 -1022.706272 -5856.939813 -5603.900728 -735.355342 -764.338399 -6684.869725 Eh, respectively.
The records above yield strongest force on any atom values of 0.055 0.083 0.013 0.016 0.075 0.077 0.030 0.028 Eh/bohr, respectively.